(1)
The following is a quantum chemistry calculation of 2 unconnected molecules or ions with the total composition C4H6O2, from OMol25.

Geometry as XYZ:
```
12
Properties=species:S:1:pos:R:3:mulliken_charge:R:1
O -1.5216 -0.2789 2.5278 -0.4947
C -0.7824 -0.1040 1.3644 -0.5067
C 1.3326 0.5439 -1.1479 -0.5493
C 0.1690 0.5464 -1.7914 -0.5351
C -0.5020 -1.1666 0.6243 0.7376
O -0.2579 -2.1466 0.0333 -0.3641
H -0.9026 -0.4550 3.2475 0.3206
H -0.5341 0.8902 1.0140 0.3172
H 1.7373 1.4435 -0.6894 0.2629
H 1.9267 -0.3622 -1.0519 0.2743
H -0.2324 -0.3577 -2.2436 0.2857
H -0.4327 1.4471 -1.8870 0.2514
```

The total energy is -306.3970 Ha. Its spin multiplicity is 1. The value obtained for the frontier orbital gap is 9.35 eV. The HOMO energy comes out at -8.88 eV. The value obtained for the largest force on an atom is 1.0 eV Å⁻¹. As for the SMILES: O=C=CO.C=C. Its energy above the lowest of the compared OMol25 structures with the same formula, charge and spin is 68.6 kcal/mol.



(2)
The following is a quantum chemistry calculation of a molecular structure, C13H32NO5Zn in a non-equilibrium geometry, from OMol25.

Geometry as XYZ:
```
52
Properties=species:S:1:pos:R:3:mulliken_charge:R:1
Zn 13.9748 25.4827 -28.6379 1.3877
C 16.8366 23.4366 -27.9415 -0.6298
C 15.9644 23.6863 -26.7018 -0.1706
O 14.8950 24.6030 -27.0103 -0.3467
H 17.0360 24.3879 -28.4349 -0.0807
H 16.2645 22.9297 -28.7185 0.1559
H 17.7655 22.9493 -27.6451 0.4109
H 16.5724 24.0225 -25.8619 0.3502
H 15.4344 22.7561 -26.4972 0.2688
C 11.6156 28.6403 -28.3540 -1.1257
C 11.5157 27.0691 -28.2216 0.1225
O 12.6098 26.5063 -27.5946 -0.7981
H 10.8297 29.1234 -28.9347 0.3631
H 12.4839 28.8716 -28.9710 0.2260
H 11.8616 29.1126 -27.4030 0.2944
H 11.5594 26.5839 -29.1967 -0.0222
H 10.5660 26.7316 -27.8068 0.3076
C 17.2326 26.9969 -30.5953 -1.2630
C 15.8906 26.6241 -31.1188 0.4869
C 16.1750 25.6119 -32.2482 -1.3869
O 15.0801 26.2714 -30.0840 -0.7191
H 17.3779 27.9507 -30.0880 0.3336
H 18.0108 26.9977 -31.3585 0.3632
H 17.5398 26.3221 -29.7963 0.1751
H 15.4965 27.4601 -31.6966 0.1922
H 16.8934 26.1157 -32.8949 0.5093
H 15.3128 25.4232 -32.8877 0.3226
H 16.5336 24.6406 -31.9075 0.2055
C 11.3437 19.7227 -29.7385 -0.8529
O 12.0280 20.9784 -29.4652 -0.2233
C 11.1930 21.9713 -28.9544 -0.7158
C 12.0198 23.3085 -28.6563 -0.7639
N 13.1264 23.6466 -29.6013 0.2619
C 12.3987 23.9726 -30.8355 -0.5991
C 13.1300 23.3214 -32.0136 -0.9021
O 13.0836 21.8870 -32.0353 -0.2723
C 14.1273 21.2927 -32.6744 -0.8109
H 10.7547 19.4010 -28.8797 0.3534
H 12.1379 19.0018 -29.9323 0.2404
H 10.6337 19.8380 -30.5575 0.3155
H 10.4453 21.6975 -28.2101 0.5940
H 10.5162 22.1920 -29.7798 0.3695
H 12.5353 23.0402 -27.7341 0.3305
H 11.3764 24.1465 -28.3883 0.2437
H 13.6174 22.8524 -29.9864 0.2354
H 12.4586 25.0476 -31.0056 0.2808
H 11.3230 23.7976 -30.8533 0.3522
H 14.1903 23.5740 -32.0094 0.2656
H 12.5340 23.6501 -32.8651 0.4696
H 13.9421 20.2199 -32.7282 0.2406
H 15.0675 21.4951 -32.1614 0.3227
H 14.3073 21.5821 -33.7098 0.3319
```

The total energy is -2724.5864 Ha. Its spin multiplicity is 2. The value obtained for the frontier orbital gap (spin up / spin down) is 8.55 / 5.05 eV. The HOMO energy (spin up / spin down) comes out at -8.12 / -8.08 eV. The value obtained for the largest force on an atom is 3.9 eV Å⁻¹. The expectation value of S² is 0.754.



(3)
The following is a quantum chemistry calculation of a molecular structure, C31H57N6RhS2Si4 in a non-equilibrium geometry, from OMol25.

Geometry as XYZ:
```
101
Properties=species:S:1:pos:R:3:mulliken_charge:R:1
Rh -0.2733 -0.8462 0.5539 -0.9128
C -2.5943 1.4001 -0.1334 -1.0455
N -2.6050 0.0081 0.3399 2.5993
C -3.1669 -0.8463 -0.7310 -1.1858
C -2.7685 -2.3193 -0.6723 -1.3890
N -1.3172 -2.5026 -0.8481 2.6745
C -0.9846 -2.3729 -2.2757 -0.6293
C -0.8484 -3.8100 -0.4286 -1.1772
C -1.5206 -4.9544 -0.8363 -0.5685
C -1.0195 -6.2197 -0.5806 -0.9013
C 0.1976 -6.3586 0.0728 -0.7394
C 0.8700 -5.2357 0.5063 -0.7869
C 0.3589 -3.9504 0.2774 1.2960
S 1.2692 -2.6192 0.9308 -0.4078
C -3.3727 -0.1322 1.5585 -1.0268
C -4.4535 0.6982 1.8404 -0.6434
C -5.1619 0.5873 3.0262 -0.9619
C -4.8103 -0.3845 3.9516 -0.6749
C -3.7556 -1.2333 3.6811 -0.6357
C -3.0246 -1.1244 2.4909 0.8647
S -1.6874 -2.2074 2.2458 -0.4123
H -3.5435 1.6903 -0.5977 0.5501
H -2.3944 2.0690 0.7011 0.4139
H -1.7992 1.5164 -0.8676 -0.8406
H -4.2636 -0.7950 -0.7079 0.3547
H -2.8281 -0.4316 -1.6831 0.4073
H -3.0678 -2.7537 0.2781 0.5107
H -3.3257 -2.8247 -1.4733 0.6038
H -1.5410 -3.1023 -2.8782 0.4200
H -1.2179 -1.3738 -2.6211 -0.7431
H 0.0763 -2.5507 -2.4167 -0.2577
H -2.4531 -4.8650 -1.3788 0.3766
H -1.5737 -7.0901 -0.9041 0.4290
H 0.6185 -7.3401 0.2433 0.3956
H 1.8111 -5.3219 1.0319 0.5119
H -4.7603 1.4531 1.1296 0.4387
H -5.9849 1.2609 3.2233 0.4365
H -5.3616 -0.4843 4.8772 0.3982
H -3.4602 -1.9940 4.3911 0.4690
C -1.5853 2.4564 -3.3043 -1.1128
Si -0.1893 1.1910 -3.6230 1.0535
C 0.9068 1.9996 -4.9540 -1.2794
C -1.0740 -0.1721 -4.6470 -1.5792
Si 0.7674 0.4248 -1.2254 1.1593
Si 2.8202 -0.6663 -1.9756 0.4701
C 3.8155 0.2955 -3.2847 -1.0817
C 2.5730 -2.3881 -2.7541 -1.1827
C 4.0596 -0.9053 -0.5516 -1.0563
Si 1.7236 2.7731 -1.1811 0.8384
C 2.5586 3.7774 -2.5772 -1.6203
C 0.4282 3.9887 -0.4801 -1.1261
C 3.1689 2.6053 0.0609 -1.0054
H -1.7727 3.0469 -4.2033 0.4529
H -1.3398 3.1513 -2.5029 0.1177
H -2.5207 1.9619 -3.0388 0.3415
H 0.3577 2.0613 -5.8950 0.4554
H 1.8130 1.4275 -5.1462 0.2662
H 1.2035 3.0097 -4.6805 0.3623
H -1.2970 0.2054 -5.6469 0.4952
H -2.0250 -0.4776 -4.2074 0.4467
H -0.4576 -1.0643 -4.7683 0.3225
H 3.2462 0.4557 -4.1987 0.2068
H 4.7127 -0.2658 -3.5528 0.4129
H 4.1354 1.2683 -2.9113 0.2158
H 1.9608 -2.3433 -3.6565 0.3167
H 2.1075 -3.0807 -2.0507 0.2090
H 3.5358 -2.8191 -3.0352 0.4964
H 4.5079 0.0414 -0.2489 0.3424
H 4.8702 -1.5712 -0.8545 0.4824
H 3.5855 -1.3492 0.3230 0.1188
H 1.8584 4.4734 -3.0402 0.4208
H 2.9644 3.1401 -3.3620 0.4049
H 3.3876 4.3588 -2.1706 0.4247
H -0.1934 4.3930 -1.2790 0.4386
H 0.9163 4.8350 0.0077 0.5558
H -0.2372 3.5287 0.2494 0.0440
H 4.1058 2.4615 -0.4809 0.3817
H 3.0577 1.7537 0.7289 -0.0894
H 3.2828 3.5051 0.6712 0.5383
C 1.8328 0.1219 2.8867 -0.6638
N 2.3538 0.9124 3.9940 0.1843
C 1.6218 0.5552 5.2073 -0.6964
N 0.1893 0.8044 5.0584 0.1353
C -0.3007 0.0232 3.9304 -1.1197
N 0.3903 0.3570 2.6591 2.4499
C 0.1943 1.8029 2.4358 0.4620
N 0.6881 2.6179 3.5401 0.0759
C 2.1150 2.3282 3.7164 -0.5100
C -0.0084 2.2220 4.7644 -0.7043
H 1.9884 -0.9377 3.0997 0.2195
H 2.3824 0.3757 1.9778 -0.4707
H 2.0026 1.1458 6.0429 0.3442
H 1.7807 -0.5050 5.4162 0.3577
H -1.3658 0.2202 3.8151 0.0291
H -0.1523 -1.0336 4.1482 0.2254
H -0.8742 1.9952 2.3113 0.2819
H 0.7251 2.0929 1.5271 -1.6118
H 2.4933 2.9282 4.5470 0.3944
H 2.6474 2.6070 2.8059 0.0483
H -1.0768 2.4225 4.6489 0.3174
H 0.3714 2.8169 5.5983 0.3825
```

The total energy is -3608.8393 Ha. Its spin multiplicity is 5. The value obtained for the frontier orbital gap (spin up / spin down) is 7.10 / 4.78 eV. The HOMO energy (spin up / spin down) comes out at -6.53 / -7.22 eV. The value obtained for the largest force on an atom is 3.5 eV Å⁻¹. The expectation value of S² is 6.031. Its energy above the lowest of the compared OMol25 structures with the same formula, charge and spin is 35.0 kcal/mol.



(4)
The following is a quantum chemistry calculation of 7 unconnected molecules or ions with the total composition C24H67N5O9 in a non-equilibrium geometry, from OMol25.

Geometry as XYZ:
```
105
Properties=species:S:1:pos:R:3:mulliken_charge:R:1
C 0.4638 2.9269 3.6185 -0.3506
C 1.9685 3.0862 3.8612 -0.6171
O 2.7023 2.2875 2.9005 0.5929
O 0.0902 2.9827 2.2420 -0.3471
H -0.1061 3.7763 3.9950 0.3287
H 0.2593 1.9115 3.9581 0.0172
H 2.0243 2.6480 4.8578 0.1328
H 2.2073 4.1493 3.8347 0.4097
H 3.4154 2.6493 2.3692 -0.3433
H 0.8037 2.4353 1.9062 0.0470
C -4.6890 1.2336 1.9435 -0.4580
C -3.9906 2.5493 2.4858 -0.3233
O -3.1281 3.0760 1.4931 -0.4818
O -3.9524 0.0359 1.8847 -0.3590
H -5.1306 1.3582 0.9548 0.3656
H -5.5751 1.0873 2.5612 0.3240
H -3.2918 2.3320 3.2936 0.1971
H -4.6233 3.3701 2.8237 0.3661
H -2.4507 2.4709 1.1824 0.2602
H -3.1378 0.3799 1.5110 0.2941
C -1.6436 -2.2140 1.1259 -1.6816
C -0.7203 -1.0033 0.7679 0.4432
C 0.0387 -1.3295 -0.4900 -1.0581
O 1.0831 -0.4315 -0.9594 0.3631
C 1.9745 -1.0573 -1.8587 -1.9428
N -1.4013 0.2551 0.5079 -0.5391
H -2.6952 -2.0358 0.9013 0.3434
H -1.5527 -2.5119 2.1704 0.2168
H -1.4980 -3.1695 0.6220 0.5227
H -0.0215 -0.7957 1.5783 0.4930
H -0.7054 -1.5571 -1.2533 0.3507
H 0.5278 -2.2743 -0.2526 0.3685
H 2.6101 -0.2771 -2.2774 0.4065
H 1.5712 -1.4743 -2.7814 0.3330
H 2.5868 -1.8908 -1.5146 0.3244
H -1.7913 0.0439 -0.3995 0.2578
H -0.6766 0.9464 0.3777 0.2682
C -5.9570 -1.0303 5.8859 -1.4954
C -4.7366 -1.8326 5.5545 0.5395
C -4.9388 -3.1702 4.7231 -0.6452
O -5.6368 -4.1857 5.4199 -0.3795
C -6.2271 -5.1660 4.6231 -0.7568
N -3.7995 -0.9394 4.8358 -0.5115
H -5.5503 -0.1787 6.4314 0.3808
H -6.6972 -1.5131 6.5240 0.3685
H -6.4979 -0.6098 5.0381 0.3170
H -4.2755 -2.0843 6.5095 0.2851
H -3.9821 -3.6309 4.4769 0.3835
H -5.3433 -2.8242 3.7719 0.3349
H -6.4779 -6.0959 5.1335 0.2451
H -5.5968 -5.4430 3.7781 0.3171
H -7.1227 -4.7229 4.1876 0.3012
H -4.3101 -0.5211 4.0714 0.0725
H -2.9877 -1.4146 4.4679 0.1744
C 5.1885 -1.5578 -9.7096 -1.4977
C 3.8485 -0.7832 -9.4799 0.6308
C 3.6899 -0.1056 -8.0984 -0.3069
O 3.4494 -1.1343 -7.1880 -0.3246
C 2.9904 -0.6972 -5.8532 -0.7355
N 3.8218 0.2501 -10.4771 -0.7549
H 5.2438 -2.0788 -10.6654 0.3712
H 5.3282 -2.3136 -8.9366 0.3261
H 6.0516 -0.9012 -9.6010 0.3656
H 3.0823 -1.4982 -9.7795 0.2316
H 2.9883 0.7150 -7.9489 0.1027
H 4.6598 0.2611 -7.7624 0.2081
H 1.9076 -0.6121 -5.9445 0.3051
H 3.3605 0.1898 -5.3392 0.3569
H 3.2291 -1.5194 -5.1785 0.2055
H 2.9251 0.6499 -10.2403 0.2360
H 3.7015 0.0106 -11.4509 0.2547
C 0.4202 -1.3353 5.1911 -0.7233
C 1.7899 -1.8582 5.2451 0.6555
C 2.8391 -0.7096 5.4388 -1.4615
O 4.0842 -1.3779 5.4233 -0.2445
C 5.2428 -0.5141 5.6589 -1.0138
N 2.0185 -2.8515 6.2915 -0.8375
H -0.3433 -2.0795 5.4173 0.3408
H 0.0638 -1.1568 4.1766 -0.1579
H 0.3297 -0.3915 5.7289 0.2918
H 2.0391 -2.3308 4.2951 0.0914
H 2.8540 -0.4173 6.4887 0.3995
H 2.7733 0.0812 4.6915 0.8640
H 6.1711 -1.0335 5.4207 0.3677
H 5.2428 0.0521 6.5903 0.3179
H 5.2959 0.2440 4.8775 0.2439
H 1.5073 -3.6952 6.0745 0.2415
H 3.0254 -2.8961 6.2263 0.3232
C 1.6360 5.0262 -5.4332 -1.5603
C 0.9733 3.6272 -5.6622 0.9860
C 0.1171 3.1829 -4.5281 -0.9876
O 0.0656 1.8255 -4.6191 0.0760
C -0.5856 1.1274 -3.5842 -1.3732
N 0.3063 3.3828 -6.9657 -0.8721
H 0.7438 5.6356 -5.5769 0.3296
H 2.3651 5.3351 -6.1822 0.3568
H 2.0643 5.2355 -4.4530 0.4367
H 1.8586 2.9926 -5.6222 -0.0099
H -0.8342 3.7050 -4.4256 0.4294
H 0.6333 3.5113 -3.6260 0.3531
H -1.6384 1.3668 -3.4342 0.3938
H -0.1114 1.1654 -2.6035 0.4576
H -0.6396 0.0422 -3.6708 0.2542
H -0.1380 2.4812 -6.8667 0.3298
H 0.9548 3.1454 -7.7027 0.2703
```

The total energy is -1905.2416 Ha. Its spin multiplicity is 2. The value obtained for the frontier orbital gap (spin up / spin down) is 1.79 / 9.21 eV. The HOMO energy (spin up / spin down) comes out at 0.48 / -7.00 eV. The value obtained for the largest force on an atom is 2.9 eV Å⁻¹. The expectation value of S² is 0.750. As for the charge: -1.



What did the first record say?
The following is a quantum chemistry calculation of 2 unconnected molecules or ions with the total composition C4H6O2, from OMol25.

Geometry as XYZ:
```
12
Properties=species:S:1:pos:R:3:mulliken_charge:R:1
O -1.5216 -0.2789 2.5278 -0.4947
C -0.7824 -0.1040 1.3644 -0.5067
C 1.3326 0.5439 -1.1479 -0.5493
C 0.1690 0.5464 -1.7914 -0.5351
C -0.5020 -1.1666 0.6243 0.7376
O -0.2579 -2.1466 0.0333 -0.3641
H -0.9026 -0.4550 3.2475 0.3206
H -0.5341 0.8902 1.0140 0.3172
H 1.7373 1.4435 -0.6894 0.2629
H 1.9267 -0.3622 -1.0519 0.2743
H -0.2324 -0.3577 -2.2436 0.2857
H -0.4327 1.4471 -1.8870 0.2514
```

The total energy is -306.3970 Ha. Its spin multiplicity is 1. The value obtained for the frontier orbital gap is 9.35 eV. The HOMO energy comes out at -8.88 eV. The value obtained for the largest force on an atom is 1.0 eV Å⁻¹. As for the SMILES: O=C=CO.C=C. Its energy above the lowest of the compared OMol25 structures with the same formula, charge and spin is 68.6 kcal/mol.



Q: Number 1 is which compound?
A: C4H6O2